Record 1
DFT (ωB97M-V/def2-TZVPD) results for a structure of composition C46H91NNbO11.

LUMO energy, eV: 1.77
F_max, eV/Å: 3.50
Electronic energy, a.u.: -2746.33853
Energy above the lowest of the compared OMol25 structures with the same formula, charge and spin, kJ/mol: 0.0
Net charge: -1
HOMO level, eV: -3.796

Positions of all 150 atoms, in Å:
C1 7.90 -0.58 3.33
O1 8.01 0.28 2.18
C2 7.15 -0.16 1.11
C3 6.28 0.98 0.46
C4 6.59 2.43 1.05
C5 5.59 2.70 2.25
C6 6.33 2.96 3.64
C7 5.47 2.44 4.86
C8 4.16 3.28 5.14
C9 2.92 2.28 5.38
C10 2.26 2.02 3.96
Nb1 1.34 -0.05 3.71
C11 0.30 -2.08 3.36
N1 0.57 -2.99 4.53
C12 3.21 -0.97 2.77
O2 3.58 -2.24 3.44
C13 4.33 -2.00 4.62
C14 0.54 0.72 1.68
C15 -0.85 1.20 1.68
C16 -1.40 1.73 0.44
C17 -0.57 1.78 -0.75
C18 0.80 1.29 -0.75
C19 1.38 0.75 0.49
H1 8.55 -0.11 4.11
H2 6.84 -0.63 3.71
H3 8.31 -1.61 3.13
H4 7.75 -0.64 0.28
H5 6.51 -0.98 1.53
H6 5.21 0.69 0.57
H7 6.49 1.01 -0.64
H8 7.66 2.58 1.31
H9 6.35 3.14 0.21
H10 4.95 3.60 2.07
H11 5.00 1.76 2.40
H12 6.64 4.03 3.74
H13 7.24 2.30 3.60
H14 5.16 1.37 4.69
H15 6.10 2.50 5.79
H16 3.91 3.82 4.19
H17 4.26 4.04 5.96
H18 3.23 1.34 5.88
H19 2.18 2.86 6.01
H20 1.48 2.81 3.75
H21 3.04 2.13 3.16
H22 1.97 -0.61 5.33
H23 -0.20 0.44 4.59
H24 0.76 -2.60 2.46
H25 -0.79 -1.99 3.15
H26 0.75 -2.43 5.36
H27 1.36 -3.60 4.30
H28 4.06 -0.25 2.81
H29 2.99 -1.28 1.71
H30 5.15 -2.77 4.69
H31 4.80 -0.98 4.68
H32 3.69 -2.12 5.54
H33 -1.45 1.18 2.61
H34 -2.44 2.12 0.46
H35 -0.98 2.22 -1.68
H36 1.39 1.35 -1.69
H37 2.44 0.42 0.43
C20 -1.93 -1.71 -2.00
C21 -2.75 -0.64 -2.68
O3 -3.12 0.35 -2.08
C22 -3.08 -0.85 -4.14
H38 -1.77 -1.43 -0.96
H39 -2.47 -2.66 -2.02
H40 -0.97 -1.81 -2.49
H41 -3.67 -1.76 -4.26
H42 -2.16 -0.91 -4.72
H43 -3.67 0.00 -4.49
C23 -8.37 -0.02 -1.45
C24 -7.26 -1.01 -1.70
O4 -7.40 -1.93 -2.48
C25 -5.98 -0.83 -0.94
H44 -9.23 -0.28 -2.06
H45 -8.67 -0.05 -0.40
H46 -8.04 0.98 -1.72
H47 -6.17 -0.89 0.13
H48 -5.54 0.14 -1.19
H49 -5.28 -1.61 -1.22
C26 -8.85 -0.42 3.35
C27 -8.24 0.61 2.44
O5 -7.69 0.29 1.41
C28 -8.33 2.05 2.87
H50 -8.71 -1.42 2.92
H51 -8.37 -0.40 4.33
H52 -9.92 -0.24 3.46
H53 -7.82 2.19 3.83
H54 -9.38 2.35 2.96
H55 -7.85 2.68 2.13
C29 12.49 -2.16 5.01
C30 11.51 -2.19 3.87
O6 10.36 -2.55 4.03
C31 12.00 -1.75 2.52
H56 12.00 -2.50 5.92
H57 13.33 -2.82 4.80
H58 12.85 -1.14 5.17
H59 12.82 -2.39 2.20
H60 12.34 -0.72 2.57
H61 11.19 -1.82 1.80
C32 13.72 2.10 1.36
C33 14.59 0.87 1.27
O7 14.22 -0.20 1.70
C34 15.95 1.03 0.63
H62 12.78 1.84 1.83
H63 14.22 2.87 1.95
H64 13.51 2.48 0.35
H65 16.54 1.75 1.20
H66 15.84 1.36 -0.40
H67 16.46 0.07 0.64
C35 -7.67 0.18 -4.97
C36 -8.49 1.25 -5.65
O8 -8.86 2.24 -5.06
C37 -8.83 1.03 -7.10
H68 -7.50 0.47 -3.93
H69 -8.21 -0.77 -4.99
H70 -6.71 0.08 -5.47
H71 -9.41 0.12 -7.21
H72 -7.91 0.96 -7.69
H73 -9.42 1.87 -7.47
C38 -10.77 -2.57 -5.98
C39 -10.00 -2.91 -7.23
O9 -9.70 -2.05 -8.03
C40 -9.63 -4.35 -7.44
H74 -10.97 -1.50 -5.95
H75 -11.73 -3.11 -5.97
H76 -10.19 -2.84 -5.09
H77 -10.53 -4.97 -7.50
H78 -8.99 -4.70 -6.62
H79 -9.08 -4.45 -8.38
C41 -4.16 -5.51 0.62
C42 -4.77 -5.23 -0.74
O10 -4.15 -5.45 -1.76
C43 -6.17 -4.68 -0.77
H80 -3.15 -5.90 0.49
H81 -4.11 -4.58 1.19
H82 -4.76 -6.25 1.15
H83 -6.20 -3.72 -0.26
H84 -6.86 -5.39 -0.30
H85 -6.47 -4.54 -1.81
C44 -7.33 4.31 -6.65
C45 -6.36 4.74 -7.73
O11 -5.71 3.92 -8.35
C46 -6.23 6.21 -7.99
H86 -7.32 3.23 -6.57
H87 -7.03 4.73 -5.69
H88 -8.34 4.63 -6.91
H89 -5.89 6.73 -7.09
H90 -7.20 6.62 -8.31
H91 -5.51 6.38 -8.79

Here are the Mulliken charges for atoms 1 to 99, given in e: number 1, C, carries -0.22; number 2, O, carries -0.32; number 3, C, carries -0.49; number 4, C, carries -0.13; number 5, C, carries -0.91; number 6, C, carries 1.10; number 7, C, carries -0.96; number 8, C, carries 0.52; number 9, C, carries -0.89; number 10, C, carries -0.56; number 11, C, carries -0.44; number 12, Nb, carries -1.37; number 13, C, carries -0.61; number 14, N, carries -0.66; number 15, C, carries 0.14; number 16, O, carries -0.42; number 17, C, carries -0.48; number 18, C, carries 1.08; number 19, C, carries -0.45; number 20, C, carries -0.41; number 21, C, carries -0.43; number 22, C, carries -0.61; number 23, C, carries -0.13; number 24, H, carries 0.21; number 25, H, carries -0.09; number 26, H, carries 0.35; number 27, H, carries 0.33; number 28, H, carries 0.31; number 29, H, carries -0.31; number 30, H, carries 0.49; number 31, H, carries 0.38; number 32, H, carries 0.39; number 33, H, carries 0.51; number 34, H, carries -1.19; number 35, H, carries 0.30; number 36, H, carries 0.24; number 37, H, carries -0.63; number 38, H, carries 0.43; number 39, H, carries 0.29; number 40, H, carries 0.44; number 41, H, carries 0.22; number 42, H, carries 0.38; number 43, H, carries 0.51; number 44, H, carries 0.14; number 45, H, carries -0.05; number 46, H, carries -0.07; number 47, H, carries 0.29; number 48, H, carries 0.19; number 49, H, carries 0.27; number 50, H, carries 0.31; number 51, H, carries -0.11; number 52, H, carries 0.40; number 53, H, carries 0.23; number 54, H, carries -0.09; number 55, H, carries 0.21; number 56, H, carries 0.33; number 57, H, carries 0.33; number 58, H, carries 0.35; number 59, H, carries 0.33; number 60, H, carries 0.03; number 61, C, carries -1.05; number 62, C, carries 0.92; number 63, O, carries -0.47; number 64, C, carries -1.26; number 65, H, carries 0.22; number 66, H, carries 0.26; number 67, H, carries 0.40; number 68, H, carries 0.32; number 69, H, carries 0.41; number 70, H, carries 0.28; number 71, C, carries -1.13; number 72, C, carries 0.95; number 73, O, carries -0.54; number 74, C, carries -0.96; number 75, H, carries 0.32; number 76, H, carries 0.20; number 77, H, carries 0.39; number 78, H, carries 0.30; number 79, H, carries 0.44; number 80, H, carries 0.10; number 81, C, carries -1.15; number 82, C, carries 0.80; number 83, O, carries -0.47; number 84, C, carries -1.15; number 85, H, carries 0.28; number 86, H, carries 0.36; number 87, H, carries 0.32; number 88, H, carries 0.35; number 89, H, carries 0.33; number 90, H, carries 0.29; number 91, C, carries -1.19; number 92, C, carries 0.80; number 93, O, carries -0.55; number 94, C, carries -0.63; number 95, H, carries 0.34; number 96, H, carries 0.34; number 97, H, carries 0.30; number 98, H, carries 0.34; number 99, H, carries 0.02

=====

Record 2
DFT (ωB97M-V/def2-TZVPD) results for a structure of composition C15H20CdN4O2S2.

LUMO energy, eV: 0.05
F_max, eV/Å: 0.24
Electronic energy, a.u.: -1917.23885
Energy above the lowest of the compared OMol25 structures with the same formula, charge and spin, kJ/mol: 69.8
Net charge: 0
HOMO level, eV: -7.238

Positions of all 44 atoms, in Å:
Cd1 -0.24 -0.32 0.67
O1 -0.63 0.43 4.76
C1 -0.69 0.69 3.58
O2 -0.99 -0.21 2.68
C2 -0.43 2.13 3.13
C3 -0.15 2.98 4.21
C4 0.08 4.34 4.06
C5 0.05 4.89 2.79
C6 -0.21 4.08 1.71
C7 -0.46 2.70 1.83
S1 -0.80 1.97 0.23
H1 -0.13 2.52 5.18
H2 0.29 4.95 4.93
H3 0.22 5.95 2.64
H4 -0.23 4.50 0.71
C8 0.72 -3.34 -1.89
N1 1.08 -2.02 -2.39
C9 0.34 -1.59 -3.57
C10 1.77 -1.15 -1.62
S2 1.96 -1.41 0.07
N2 2.34 -0.09 -2.21
C11 2.88 -0.15 -3.57
C12 2.78 1.07 -1.44
H5 0.61 -4.00 -2.75
H6 -0.21 -3.32 -1.33
H7 1.50 -3.73 -1.25
H8 -0.68 -1.94 -3.48
H9 0.76 -1.99 -4.49
H10 0.33 -0.50 -3.62
H11 2.82 -1.16 -3.96
H12 3.92 0.15 -3.53
H13 2.35 0.53 -4.24
H14 2.08 1.28 -0.64
H15 2.81 1.92 -2.11
H16 3.77 0.90 -1.02
N3 -2.69 -1.86 1.58
C13 -3.91 -2.39 1.43
C14 -4.03 -2.79 0.11
C15 -2.80 -2.45 -0.46
N4 -1.99 -1.89 0.44
H17 -2.26 -1.37 2.38
H18 -4.61 -2.43 2.25
H19 -4.87 -3.26 -0.36
H20 -2.46 -2.59 -1.47

Atomic charges from the natural (NBO) analysis, expressed in e, are listed below: number 1, Cd, carries 1.50; number 2, O, carries -0.64; number 3, C, carries 0.79; number 4, O, carries -0.96; number 5, C, carries -0.24; number 6, C, carries -0.10; number 7, C, carries -0.27; number 8, C, carries -0.19; number 9, C, carries -0.25; number 10, C, carries -0.10; number 11, S, carries -0.54; number 12, H, carries 0.23; number 13, H, carries 0.21; number 14, H, carries 0.21; number 15, H, carries 0.21; number 16, C, carries -0.41; number 17, N, carries -0.43; number 18, C, carries -0.41; number 19, C, carries 0.38; number 20, S, carries -0.37; number 21, N, carries -0.42; number 22, C, carries -0.41; number 23, C, carries -0.42; number 24, H, carries 0.21; number 25, H, carries 0.21; number 26, H, carries 0.24; number 27, H, carries 0.21; number 28, H, carries 0.20; number 29, H, carries 0.22; number 30, H, carries 0.21; number 31, H, carries 0.22; number 32, H, carries 0.21; number 33, H, carries 0.25; number 34, H, carries 0.21; number 35, H, carries 0.21; number 36, N, carries -0.32; number 37, C, carries -0.02; number 38, C, carries -0.35; number 39, C, carries -0.04; number 40, N, carries -0.41; number 41, H, carries 0.48; number 42, H, carries 0.23; number 43, H, carries 0.24; number 44, H, carries 0.20

=====

Record 3
DFT (ωB97M-V/def2-TZVPD) results for a structure of composition C34H57N2O26PS.

LUMO energy, eV: -1.57
F_max, eV/Å: 2.15
Electronic energy, a.u.: -4135.00349
Energy above the lowest of the compared OMol25 structures with the same formula, charge and spin, kJ/mol: 0.0
Net charge: 0
HOMO level, eV: -9.356

Positions of all 121 atoms, in Å:
C1 2.43 -4.36 2.31
C2 2.73 -3.36 1.70
C3 3.20 -2.49 0.58
C4 4.64 -2.13 0.55
C5 5.10 -1.34 -0.50
P1 6.88 -0.91 -0.59
O1 7.23 0.43 -0.06
C6 4.18 -0.90 -1.54
N1 4.46 -0.16 -2.62
S1 3.07 0.03 -3.47
N2 2.03 -0.78 -2.50
C7 2.75 -1.27 -1.47
C8 2.25 -2.09 -0.37
C9 0.76 -2.49 -0.29
C10 -0.22 -1.25 -0.25
O2 0.42 -0.05 0.19
H1 2.17 -5.28 2.84
H2 5.29 -2.49 1.36
H3 7.26 -1.04 -1.96
H4 7.56 -1.96 0.10
H5 0.55 -3.13 0.59
H6 0.56 -3.05 -1.23
H7 -1.05 -1.44 0.47
H8 -0.62 -1.06 -1.27
H9 0.70 0.42 -0.61
C11 -1.89 -1.31 -8.29
O3 -1.47 -0.65 -7.10
C12 -1.07 -1.48 -6.13
O4 -1.03 -2.68 -6.19
O5 -0.70 -0.74 -5.08
C13 -0.25 -1.49 -3.95
H10 -2.19 -0.54 -9.00
H11 -1.07 -1.88 -8.73
H12 -2.74 -1.96 -8.10
H13 0.64 -2.07 -4.20
H14 -1.04 -2.14 -3.57
H15 0.01 -0.78 -3.17
C14 -1.35 4.30 0.98
O6 -1.19 3.22 0.06
C15 -1.43 3.54 -1.22
O7 -1.76 4.62 -1.62
O8 -1.24 2.44 -1.96
C16 -1.45 2.63 -3.36
H16 -1.13 3.91 1.98
H17 -0.66 5.10 0.76
H18 -2.38 4.66 0.97
H19 -0.75 3.36 -3.76
H20 -2.48 2.92 -3.56
H21 -1.26 1.67 -3.85
C17 1.54 -0.26 3.38
O9 1.93 0.44 4.57
C18 2.34 -0.35 5.56
O10 2.39 -1.55 5.54
O11 2.67 0.43 6.60
C19 3.12 -0.28 7.75
H22 1.23 0.49 2.65
H23 2.38 -0.82 2.97
H24 0.69 -0.91 3.58
H25 4.02 -0.85 7.52
H26 2.34 -0.94 8.13
H27 3.36 0.46 8.51
C20 0.17 6.40 5.72
O12 0.14 5.23 6.53
C21 -0.13 4.10 5.86
O13 -0.35 4.02 4.68
O14 -0.13 3.09 6.73
C22 -0.41 1.82 6.15
H28 0.40 7.24 6.37
H29 0.95 6.32 4.96
H30 -0.80 6.57 5.26
H31 0.34 1.56 5.41
H32 -1.41 1.81 5.71
H33 -0.38 1.08 6.94
C23 6.62 0.23 -4.52
O15 8.03 0.29 -4.71
C24 8.43 0.12 -5.97
O16 7.72 -0.06 -6.92
O17 9.77 0.20 -6.00
C25 10.33 0.04 -7.30
H34 6.42 0.37 -3.47
H35 6.12 1.02 -5.09
H36 6.23 -0.75 -4.82
H37 9.99 0.83 -7.97
H38 10.10 -0.94 -7.70
H39 11.41 0.12 -7.19
C26 -3.91 1.06 0.77
O18 -4.32 0.79 -0.57
C27 -5.61 1.05 -0.81
O19 -6.41 1.47 -0.02
O20 -5.86 0.75 -2.09
C28 -7.21 0.98 -2.49
H40 -2.85 0.82 0.84
H41 -4.04 2.12 1.00
H42 -4.46 0.44 1.47
H43 -7.48 2.03 -2.38
H44 -7.89 0.35 -1.91
H45 -7.30 0.70 -3.54
C29 3.00 -5.53 6.14
O21 2.95 -6.67 7.01
C30 2.65 -7.81 6.39
O22 2.42 -7.94 5.22
O23 2.64 -8.78 7.30
C31 2.32 -10.07 6.78
H46 3.25 -4.67 6.74
H47 3.76 -5.66 5.38
H48 2.02 -5.36 5.68
H49 3.06 -10.38 6.04
H50 1.32 -10.08 6.35
H51 2.35 -10.78 7.61
C32 -9.67 4.36 -1.44
O24 -10.08 4.08 -2.78
C33 -11.37 4.34 -3.02
O25 -12.17 4.76 -2.23
O26 -11.62 4.04 -4.30
C34 -12.97 4.27 -4.70
H52 -8.61 4.11 -1.36
H53 -9.80 5.41 -1.20
H54 -10.22 3.73 -0.73
H55 -13.23 5.32 -4.59
H56 -13.65 3.64 -4.12
H57 -13.05 3.99 -5.75

Here are the Mulliken charges for atoms 1 to 99, given in e: number 1, C, carries 0.31; number 2, C, carries -1.52; number 3, C, carries 0.67; number 4, C, carries -0.95; number 5, C, carries 0.22; number 6, P, carries 0.44; number 7, O, carries -0.64; number 8, C, carries 0.42; number 9, N, carries -0.51; number 10, S, carries 0.10; number 11, N, carries -0.28; number 12, C, carries 0.25; number 13, C, carries 0.34; number 14, C, carries -0.62; number 15, C, carries -0.24; number 16, O, carries -0.29; number 17, H, carries 0.66; number 18, H, carries 0.43; number 19, H, carries 0.02; number 20, H, carries 0.07; number 21, H, carries 0.23; number 22, H, carries 0.26; number 23, H, carries 0.58; number 24, H, carries -0.12; number 25, H, carries 0.19; number 26, C, carries -0.65; number 27, O, carries -0.33; number 28, C, carries 0.62; number 29, O, carries -0.54; number 30, O, carries -0.17; number 31, C, carries -0.32; number 32, H, carries 0.23; number 33, H, carries 0.30; number 34, H, carries 0.29; number 35, H, carries 0.35; number 36, H, carries 0.42; number 37, H, carries -0.11; number 38, C, carries -0.71; number 39, O, carries -0.13; number 40, C, carries 0.55; number 41, O, carries -0.57; number 42, O, carries -0.11; number 43, C, carries -0.53; number 44, H, carries 0.20; number 45, H, carries 0.32; number 46, H, carries 0.31; number 47, H, carries 0.33; number 48, H, carries 0.30; number 49, H, carries 0.04; number 50, C, carries -0.54; number 51, O, carries -0.37; number 52, C, carries 0.78; number 53, O, carries -0.59; number 54, O, carries -0.28; number 55, C, carries -0.68; number 56, H, carries 0.21; number 57, H, carries 0.24; number 58, H, carries 0.31; number 59, H, carries 0.30; number 60, H, carries 0.31; number 61, H, carries 0.22; number 62, C, carries -0.62; number 63, O, carries -0.34; number 64, C, carries 0.83; number 65, O, carries -0.56; number 66, O, carries -0.36; number 67, C, carries -0.35; number 68, H, carries 0.21; number 69, H, carries 0.29; number 70, H, carries 0.28; number 71, H, carries 0.03; number 72, H, carries 0.35; number 73, H, carries 0.24; number 74, C, carries -0.82; number 75, O, carries -0.26; number 76, C, carries 0.72; number 77, O, carries -0.55; number 78, O, carries -0.33; number 79, C, carries -0.63; number 80, H, carries 0.29; number 81, H, carries 0.39; number 82, H, carries 0.37; number 83, H, carries 0.29; number 84, H, carries 0.29; number 85, H, carries 0.22; number 86, C, carries -0.47; number 87, O, carries -0.14; number 88, C, carries 0.69; number 89, O, carries -0.56; number 90, O, carries -0.29; number 91, C, carries -0.58; number 92, H, carries -0.06; number 93, H, carries 0.27; number 94, H, carries 0.40; number 95, H, carries 0.20; number 96, H, carries 0.29; number 97, H, carries 0.24; number 98, C, carries -0.56; number 99, O, carries -0.32

=====

Which formula does entry 2 have?
C15H20CdN4O2S2

=====

The highest energy above the lowest of the compared OMol25 structures with the same formula, charge and spin belongs to which entry?
C15H20CdN4O2S2

=====

What is the F_max in the first record?
3.50 eV/Å

=====

The highest HOMO level belongs to which entry?
C46H91NNbO11